1.
# C4H12NO

A 2-piece molecular cluster, C4H12NO overall in a non-equilibrium geometry (wB97M-V/def2-TZVPD, the Open Molecules 2025 dataset).

Element x y z (Å)
O: 0.75 0.97 -0.73
H: -1.32 1.15 1.65
C: -1.19 -0.36 -1.50
H: -1.52 -1.35 -1.85
H: -1.74 -0.11 -0.57
H: 1.79 -1.28 0.01
H: 0.86 -0.43 -2.24
N: 0.69 1.06 1.75
C: 0.74 -1.43 -0.29
C: -0.47 1.05 2.29
H: 0.10 -1.45 0.60
H: 0.75 1.01 0.59
H: 0.17 1.63 -1.16
C: 0.31 -0.35 -1.27
H: -0.61 0.98 3.36
H: 0.65 -2.46 -0.78
H: 1.51 0.99 2.38
H: -1.46 0.38 -2.26

Calculated values
Total charge: +1
LUMO level in eV: -4.577
HOMO level in eV: -15.501
HOMO-LUMO gap in eV: 10.92

Löwdin atomic charge list, values in e, 5 entries: number 1, O, carries -0.0458; number 2, H, carries 0.0938; number 3, C, carries -0.0445; number 4, H, carries 0.1035; number 5, H, carries 0.0869


2.
# C4H12NO

A 2-piece molecular cluster, C4H12NO overall in a non-equilibrium geometry (wB97M-V/def2-TZVPD, the Open Molecules 2025 dataset).

Element x y z (Å)
C: 1.68 0.51 0.75
H: 2.38 -0.15 1.24
H: -0.92 -1.84 -2.13
H: 1.53 1.45 1.29
H: -3.67 -0.03 0.75
H: -0.47 0.67 0.61
N: 2.13 1.07 -0.63
H: -3.15 1.29 0.27
C: 0.25 -0.15 0.73
H: 1.80 2.03 -0.63
C: 0.11 -1.12 -0.36
C: -1.04 -1.38 -1.15
H: 1.67 0.63 -1.42
H: -1.98 -0.88 -0.93
H: 3.14 0.96 -0.74
H: -0.02 -0.60 1.70
H: 1.00 -1.66 -0.71
O: -2.83 0.44 0.64

Calculated values
Total charge: +2
LUMO level (spin up / spin down) in eV: -9.394 / -12.868
2S+1: 2
HOMO level (spin up / spin down) in eV: -18.940 / -18.930
HOMO-LUMO gap (spin up / spin down) in eV: 9.55 / 6.06

Löwdin atomic charge list, values in e, 5 entries: number 1, C, carries -0.0632; number 2, H, carries 0.1464; number 3, H, carries 0.1272; number 4, H, carries 0.1392; number 5, H, carries 0.0732


3.
# C4H12NO

An isolated ion of composition C4H12NO and charge +2 in a non-equilibrium geometry (wB97M-V/def2-TZVPD, the Open Molecules 2025 dataset).

Element x y z (Å)
H: -1.81 -1.67 -1.59
H: -1.64 -3.29 -0.97
N: -0.44 0.04 1.43
C: 1.11 0.99 -0.24
O: 0.95 2.43 -0.03
H: 1.53 0.91 -1.23
H: 0.29 -0.47 1.91
H: -1.28 -0.38 1.65
H: -0.88 0.72 -0.66
C: -1.40 -2.17 -0.65
H: 1.27 2.96 -0.65
C: -0.08 0.10 -0.03
H: -1.99 -2.22 0.33
C: -0.03 -1.40 -0.60
H: 0.78 -2.08 0.03
H: 2.01 0.94 0.50
H: -0.60 1.12 1.71
H: 0.26 -1.31 -1.71

Calculated values
Total charge: +2
LUMO level (spin up / spin down) in eV: -7.932 / -14.976
2S+1: 2
HOMO level (spin up / spin down) in eV: -18.840 / -18.817
HOMO-LUMO gap (spin up / spin down) in eV: 10.91 / 3.84

Löwdin atomic charge list, values in e, 5 entries: number 1, H, carries 0.1041; number 2, H, carries 0.1478; number 3, N, carries 0.2556; number 4, C, carries -0.0289; number 5, O, carries 0.3511


Asked for relative energy (zero: lowest compared OMol25 entry of this formula, charge and spin) across the records above, the calculation gives 31.9, 20.2, 96.7 kcal/mol in order.
Asked for electronic energy across the records above, the calculation gives -7872.9097, -7859.3799, -7856.0607 eV in order.